Formula: C20H28BrN2O3PbSi
Source: OMol25
Level of theory: ωB97M-V/def2-TZVPD

XYZ file:
```
56
Properties=species:S:1:pos:R:3
Pb -0.12 -0.85 -2.31
C 3.38 -0.76 -2.89
O 2.47 -1.03 -1.82
C 2.87 -0.75 -0.54
C 4.17 -0.42 -0.18
C 4.46 -0.19 1.16
Br 6.22 0.25 1.65
C 3.49 -0.28 2.13
C 2.17 -0.60 1.77
C 1.86 -0.82 0.43
O 0.60 -1.12 0.02
C 1.10 -0.69 2.76
N -0.15 -0.93 2.43
C -0.87 -0.94 3.63
C -2.22 -1.16 3.88
C -2.64 -1.11 5.19
C -1.75 -0.84 6.24
C -0.41 -0.63 6.01
C 0.01 -0.68 4.68
N 1.26 -0.52 4.10
H 4.31 -1.30 -2.75
H 3.57 0.31 -2.98
H 2.90 -1.14 -3.79
H 4.95 -0.34 -0.92
H 3.75 -0.10 3.16
H 0.00 -1.09 0.87
H -2.91 -1.36 3.07
H -3.69 -1.27 5.42
H -2.12 -0.81 7.25
H 0.28 -0.43 6.82
H 2.12 -0.34 4.58
C -2.72 2.05 -3.19
Si -0.88 2.33 -3.38
C -0.50 4.15 -3.29
C -0.32 1.65 -5.03
C -0.01 1.38 -2.03
H -3.28 2.62 -3.94
H -3.08 2.38 -2.21
H -3.00 1.00 -3.33
H -1.02 4.70 -4.07
H 0.57 4.33 -3.41
H -0.80 4.58 -2.33
H -0.83 2.16 -5.85
H -0.54 0.58 -5.14
H 0.75 1.79 -5.18
H -0.40 1.64 -1.04
H 1.06 1.63 -2.02
C -2.49 -2.90 -0.42
C -2.91 -1.47 -0.15
O -2.32 -0.63 -1.17
H -2.96 -3.56 0.31
H -1.41 -3.02 -0.32
H -2.80 -3.22 -1.41
H -2.55 -1.14 0.82
H -3.99 -1.36 -0.20
H -2.62 0.28 -1.07
```

* net charge: +1
* multiplicity: 1
* largest force on an atom: 0.010 hartree/bohr
* LUMO energy: -2.634 eV

---

Formula: C4H12
Source: OMol25
Level of theory: ωB97M-V/def2-TZVPD

XYZ file:
```
16
Properties=species:S:1:pos:R:3
C -2.31 1.25 -0.15
C -1.00 0.69 -0.63
H -2.66 0.74 0.84
H -2.42 2.35 -0.10
H -3.15 0.94 -0.73
H -0.37 1.50 -1.13
H -0.36 0.53 0.27
H -1.18 -0.20 -1.31
C 2.09 -0.38 0.08
C 1.25 -1.53 0.65
H 1.54 0.49 -0.20
H 2.82 -0.08 0.79
H 2.51 -0.77 -1.00
H 0.92 -2.39 0.08
H 0.39 -1.23 1.36
H 1.80 -2.05 1.42
```

* structure (SMILES): CC.CC
* multiplicity: 1
* largest force on an atom: 0.081 hartree/bohr
* LUMO energy: 1.165 eV

---

Formula: C38H41BeN4O6P2
Source: OMol25
Level of theory: ωB97M-V/def2-TZVPD

XYZ file:
```
92
Properties=species:S:1:pos:R:3
Be -0.46 -1.23 -0.43
C -0.19 1.90 1.51
C 0.24 2.72 0.29
P 1.59 1.82 -0.59
C 2.97 2.14 0.56
C 3.57 3.39 0.72
C 4.57 3.58 1.65
C 4.99 2.52 2.45
C 4.42 1.27 2.30
C 3.41 1.08 1.35
C 1.99 2.93 -1.98
C 3.11 2.58 -2.75
C 3.47 3.32 -3.87
C 2.69 4.41 -4.25
C 1.57 4.75 -3.51
C 1.23 4.02 -2.38
P -1.13 0.38 1.09
C -2.83 0.98 0.86
C -3.57 0.56 -0.25
C -4.88 0.97 -0.41
C -5.47 1.81 0.53
C -4.74 2.24 1.63
C -3.43 1.82 1.80
C -1.17 -0.52 2.67
C -2.34 -1.14 3.12
C -2.30 -1.99 4.22
C -1.11 -2.24 4.87
C 0.06 -1.62 4.44
C 0.03 -0.77 3.34
H -0.82 2.49 2.18
H 0.68 1.61 2.10
H 0.59 3.70 0.62
H -0.60 2.86 -0.39
H 3.25 4.22 0.10
H 5.03 4.56 1.76
H 5.78 2.67 3.18
H 4.75 0.44 2.91
H 2.97 0.10 1.22
H 3.72 1.73 -2.45
H 4.35 3.05 -4.43
H 2.97 4.99 -5.13
H 0.97 5.60 -3.80
H 0.36 4.31 -1.81
H -3.11 -0.08 -0.99
H -5.45 0.64 -1.27
H -6.49 2.14 0.40
H -5.19 2.89 2.37
H -2.88 2.13 2.68
H -3.28 -0.95 2.62
H -3.22 -2.46 4.56
H -1.08 -2.92 5.71
H 1.00 -1.83 4.93
H 0.95 -0.32 3.00
O -0.93 1.14 -2.23
C -0.84 -0.03 -2.58
O -1.11 -1.07 -1.88
C -0.32 -0.31 -3.99
N 0.56 0.86 -4.36
C 0.20 1.32 -5.75
C -0.63 0.17 -6.32
C -1.38 -0.35 -5.09
H 0.30 -1.20 -3.98
H 1.54 0.62 -4.26
H 0.35 1.59 -3.65
H 1.11 1.54 -6.30
H -0.38 2.23 -5.65
H 0.02 -0.60 -6.72
H -1.29 0.51 -7.11
H -1.77 -1.35 -5.22
H -2.21 0.32 -4.84
O 1.82 -1.03 -2.18
N 2.09 -1.51 -1.11
O 1.11 -1.54 -0.24
O 2.16 -4.40 4.87
C 1.66 -5.53 4.18
N 0.88 -5.06 3.07
C -0.48 -5.01 3.12
O -1.15 -5.50 4.01
C -1.16 -4.33 1.96
C -2.43 -4.76 1.59
C -3.07 -4.12 0.54
C -2.45 -3.06 -0.08
N -1.24 -2.62 0.30
C -0.61 -3.26 1.30
H 2.67 -4.71 5.63
H 1.00 -6.13 4.80
H 2.47 -6.14 3.80
H 1.36 -4.61 2.31
H -2.89 -5.57 2.13
H -4.05 -4.44 0.21
H -2.90 -2.52 -0.90
H 0.36 -2.86 1.56
```

* net charge: +1
* multiplicity: 1
* largest force on an atom: 0.005 hartree/bohr
* LUMO energy: -2.222 eV